[1]
46
Properties=species:S:1:pos:R:3:forces:R:3:lowdin_charge:R:1 method="wB97M-V/def2-TZVPD" lumo_ha=-0.4560 homo_energy_ha=-0.5076 charge=+2
C -3.5259 0.9604 -1.5474 0.8683 -0.8974 -0.1187 0.22
H -4.7357 -2.2825 -0.1742 -0.2381 0.4027 0.1951 0.18
C 1.6755 -0.0250 -0.2230 0.6096 -0.1787 0.6269 -0.18
H -4.1837 1.5392 2.9790 -0.1455 0.0980 0.0162 0.08
H -0.1854 -1.1663 -1.4479 -0.3272 0.0746 -0.0597 0.11
H -1.0773 0.2520 0.7895 0.0241 0.1571 -0.0200 0.13
C -0.1782 -1.7301 -0.5173 0.5717 0.2394 0.4874 -0.10
Br -2.6489 -2.6111 -2.0826 -0.2629 0.3053 -0.1810 1.01
H 3.9819 -0.0146 -1.5322 -0.1586 0.1054 -0.1059 0.12
C 1.0974 -1.3530 0.2853 -0.3803 0.3894 -0.9498 -0.16
C -4.0718 0.4679 3.0940 -0.2226 -0.9176 -0.1685 -0.03
C 3.0596 0.2155 0.4543 -0.4307 0.1675 -0.5630 -0.13
H -5.7416 -0.4480 2.1008 -0.0965 -0.2576 -0.1161 0.14
C -2.8140 -1.3564 -0.5464 0.1342 -0.8035 -0.7658 -0.58
C 5.5245 3.5065 -1.9416 0.0549 -0.2602 -0.9020 -0.10
H -4.5600 0.1041 3.9928 -0.0716 0.2902 0.2041 0.08
H 6.5220 3.3147 -1.5557 0.0363 0.2618 0.3552 0.11
H 1.0207 0.8280 -0.0332 -0.1573 0.0088 0.0235 0.11
H -3.6815 1.8190 -2.1436 -0.3785 0.4762 0.0031 0.06
N -3.9756 -1.5754 1.7509 -2.2076 0.6954 -1.5658 0.10
H 0.9395 -1.3408 1.3574 -0.0116 -0.0372 0.1351 0.13
H 5.0949 -0.1543 -0.1903 0.0020 -0.1306 0.0885 0.14
H 1.8087 -0.0935 -1.3024 -0.1026 0.0048 -0.0908 0.11
C -3.8250 -2.0640 0.3936 0.9739 -1.5359 0.1954 -0.21
H -4.5684 -2.2611 2.2216 0.8539 -0.3616 0.6498 0.17
H -3.0302 0.1827 3.1794 0.2303 0.2469 -0.1025 0.06
Zn 4.4562 6.0144 -2.0864 -0.0290 0.2245 -0.1682 1.02
C 4.6249 2.2669 -1.9064 -0.3442 0.9677 0.4298 -0.26
H 5.0240 1.5684 -2.6409 -0.0773 -0.2054 -0.0082 0.14
C 4.2111 0.3781 -0.5435 0.5249 -0.0053 0.7338 -0.17
C -3.1350 -0.0986 -1.1156 -0.4350 1.0908 0.4291 -0.15
O -1.6995 -2.8032 0.8859 -0.0714 -0.5506 0.9617 0.09
H -4.6097 0.3114 0.9877 0.2086 -0.2624 -0.2378 0.10
H 1.8386 -2.1149 0.0532 0.0450 -0.1845 0.1712 0.13
H 5.0570 4.3625 -1.3867 0.1417 -0.5477 0.6727 -0.08
C -2.9708 -3.3428 0.6259 -0.1350 0.9790 -0.3378 -0.46
H 3.0218 1.1252 1.0487 0.0834 -0.0265 0.1929 0.12
O -1.3871 -0.5452 1.2368 -0.4866 -0.1927 0.6945 0.12
H -0.1082 -2.7828 -0.7450 -0.2516 -0.1397 -0.2904 0.11
C -4.6818 -0.3119 1.8717 0.5585 1.1625 0.9489 -0.19
H 3.6045 2.5781 -2.1694 0.0030 -0.1486 -0.4030 0.13
H 5.6434 3.7898 -2.9953 0.0298 0.0452 -0.0271 0.07
O -3.2667 -4.4811 0.5999 0.3449 0.3217 0.5058 0.22
H 3.2669 -0.6126 1.1264 0.1455 -0.0368 0.0735 0.12
O 4.6023 1.7615 -0.6037 -0.0374 -0.2629 -0.4796 -0.12
C -1.4965 -1.5417 0.3145 0.6148 -0.7715 -1.1326 -0.52



[2]
46
Properties=species:S:1:pos:R:3:forces:R:3:lowdin_charge:R:1 method="wB97M-V/def2-TZVPD" s2=3.789 spin_multiplicity=4 lumo_ha="-0.3084 / -0.3409" de_lowest_kcal_mol=17.9 homo_energy_ha="-0.5751 / -0.5758" charge=+2
H -2.6584 -2.4987 0.4626 -0.0416 0.0505 0.1523 0.07
Cl 5.6464 1.1945 0.7229 -0.2967 0.1556 0.0852 0.68
H -1.5271 -3.2657 -1.8580 0.1615 0.0205 -0.1402 0.12
C 3.4767 -0.1890 1.6581 0.5577 0.3711 2.4141 -0.72
H 1.5756 -2.3494 1.5939 0.0392 -0.4548 -0.0671 0.08
H 0.3580 3.7398 0.4356 -0.1862 -0.0451 -0.1880 0.15
C -0.4492 -1.3894 -2.1412 0.3884 0.1803 -0.6598 -0.32
C 0.2036 -0.4869 -1.2843 -0.6331 -0.8216 0.6655 -0.18
C -1.1079 2.5834 2.2168 0.6078 -0.1548 0.8746 0.02
H -1.4348 1.6142 2.6365 0.0546 0.3600 -0.2331 0.12
O 3.1852 -0.4791 0.4175 -0.6343 -0.6623 0.1217 -0.23
Tc 1.5142 -1.4866 0.0805 3.5889 3.2810 -1.0781 1.16
H -3.3243 3.0163 0.4750 0.2516 -0.0561 0.0552 0.14
H 1.5042 2.4510 -1.1508 -0.2341 -0.0802 0.3153 0.15
C -0.4943 1.3342 -2.7224 0.2601 -0.2914 0.4878 -0.02
C -2.5797 2.2212 0.3006 -0.5330 -0.5369 -0.7733 0.02
H 0.5478 -4.7694 1.0372 -0.2261 -0.2084 -0.0281 0.06
C -0.2586 3.0007 -0.0921 0.5627 0.7016 -0.5080 -0.11
C -0.9035 -0.9614 -3.3932 -0.1782 -0.1049 0.1530 0.00
H 4.7105 1.0857 2.8698 -0.1260 0.0750 -0.1470 0.08
N -1.2955 2.5988 0.7991 -0.2448 -0.3827 0.3658 -0.10
H 0.2345 -3.4398 -2.1189 -0.3015 0.0117 0.0413 0.11
C -0.4505 -4.3615 0.8501 0.4180 -0.3455 0.4057 -0.21
C -1.7968 -1.8718 0.7010 -0.1829 0.3091 0.3321 -0.21
O 3.1245 -0.8022 2.6667 0.3523 0.6863 -1.7929 0.03
H -1.2885 0.7570 -4.6301 -0.0435 -0.0612 0.1348 0.13
C 4.3061 1.0980 1.8592 0.2175 -0.6664 -0.0086 -0.98
H -2.4973 2.0485 -0.7829 -0.1769 0.0308 0.4009 0.11
H -0.0527 2.7552 2.4715 -0.3466 -0.0515 -0.1322 0.10
C -0.5484 -2.8079 -1.6720 0.1256 -0.5936 0.2790 -0.25
C -0.9258 0.4070 -3.6686 -0.0289 -0.1634 -0.0603 -0.01
H 1.2079 1.4024 0.2370 -0.1204 0.2274 -0.1161 0.05
H -1.7161 3.3632 2.7090 0.0557 -0.1456 -0.2970 0.14
Cl 3.1660 2.4711 1.7579 0.1475 0.0703 -0.0360 0.64
C 0.1074 0.8981 -1.5283 -0.0824 -0.1440 -0.4741 -0.24
P -0.2866 -2.7162 0.1719 -4.0739 -1.1533 -1.3815 0.70
H -1.7497 -1.6912 1.7853 -0.1297 -0.1416 -0.2491 0.06
H -0.7401 3.4451 -0.9744 0.1479 0.0786 0.3267 0.14
H -1.2661 -1.6954 -4.1277 0.1015 0.4597 0.3883 0.14
H -0.6025 2.4104 -2.9052 0.1878 -0.4756 -0.1144 0.13
H -0.9941 -5.0084 0.1517 0.0993 0.1270 0.1722 0.08
H -2.9476 1.3099 0.8087 0.2086 0.4472 -0.1297 0.12
C 0.7173 1.8996 -0.6087 0.2281 0.0383 0.4616 -0.13
H -0.9935 -4.3036 1.8023 0.1448 -0.1027 -0.2089 0.07
H -1.8875 -0.9022 0.1925 0.0444 -0.3913 0.0988 0.03
H 1.1910 -1.6291 1.7879 -0.1306 0.5528 0.0919 0.08



[3]
63
Properties=species:S:1:pos:R:3:forces:R:3:lowdin_charge:R:1 method="wB97M-V/def2-TZVPD" s2=0.764 spin_multiplicity=2 lumo_ha="-0.0862 / -0.0870" de_lowest_kcal_mol=21.5 homo_energy_ha="-0.3011 / -0.3052"
F -3.4418 -0.7974 -0.1543 0.0977 0.0073 -0.2626 -0.06
P -0.7107 3.1523 -2.4143 0.0610 -0.3259 -0.0135 -0.02
C 0.2192 6.9008 -2.0756 0.0101 -0.0415 -0.0327 -0.04
O -0.3214 -0.1332 -2.5167 0.0083 0.1232 -0.2371 -0.46
H -4.3827 3.6124 -0.3974 -0.0055 0.0227 0.0082 0.09
N -4.3363 -1.2286 3.9973 -0.1007 0.0808 -0.0641 0.10
H -4.2255 1.9048 -0.8550 -0.0378 0.0530 0.0328 0.05
S 1.3644 0.0045 0.9528 0.3678 0.1436 0.0659 0.01
Se 2.9054 -0.8751 -1.9116 0.3804 -0.0891 0.2868 0.01
H -3.8277 -0.4512 3.6062 0.0573 0.0018 0.1002 0.12
C 0.2641 5.5343 -1.4270 0.1243 -0.0507 0.1095 -0.43
Sb -0.0049 1.8355 2.3592 0.0749 -0.2825 0.1169 0.47
H 0.7796 6.8970 -3.0086 0.0175 0.0128 -0.0017 0.09
H -0.5433 4.4806 0.2899 -0.0424 0.0068 -0.0054 0.03
H -1.8044 -4.1625 4.4426 -0.0012 -0.0150 0.0132 0.13
S -1.8450 1.1575 0.7661 -0.0041 0.3224 0.0570 0.19
H -5.3952 2.9359 -1.6823 -0.0128 0.0091 -0.0085 0.09
H -0.3460 6.2280 0.4870 0.0240 -0.0044 0.0156 0.09
H 0.4703 -4.1631 3.3418 0.0166 -0.0112 0.0000 0.11
Se 0.7786 -2.3260 -1.0499 0.3102 -0.2590 0.3018 0.09
C -3.3743 3.2874 -2.2693 -0.0849 0.0921 -0.0894 -0.47
F -2.8999 0.3537 -1.9368 0.2764 -0.1497 0.0310 -0.03
O -6.4175 -0.4442 3.3972 -0.0329 -0.0143 -0.0250 -0.03
C -3.8121 -2.4779 3.9106 0.1470 -0.0222 -0.0683 -0.44
H -5.6353 -0.2727 5.3043 -0.0096 0.0030 -0.0360 0.13
F -2.5806 -3.0840 -1.3937 0.0535 0.0131 -0.0636 0.13
Se 3.5049 -2.2692 -3.4522 -0.2382 0.2017 -0.0639 0.12
O -4.3259 -3.4673 4.3934 -0.0704 -0.0536 0.0320 0.08
C -2.9118 -1.9504 -2.0139 -0.0282 -0.0564 -0.0602 -0.61
C -2.4888 -2.5616 3.2066 -0.0356 -0.0070 0.0019 -0.10
C -1.5553 -3.4904 3.6328 -0.0095 0.0226 0.0220 0.02
H -1.6813 5.5946 -0.4843 -0.0122 0.0223 -0.0053 0.08
O -0.0713 4.5872 -2.4851 -0.2399 0.1806 -0.1755 -0.31
H 0.9033 -2.5726 1.5397 0.0200 -0.0065 -0.0235 0.02
C -0.6383 5.4434 -0.2118 0.0332 -0.0063 -0.0192 -0.05
F -4.2410 -1.9631 -2.2056 0.1733 0.0300 0.0825 0.16
H -0.3381 -1.0380 -2.9250 0.0423 -0.1721 -0.4242 -0.09
N -0.9957 -1.7579 1.5134 -0.0617 -0.3097 0.0582 -0.05
C -3.5910 4.6709 -2.8504 0.0107 -0.0651 -0.0069 -0.04
H -0.6596 0.5820 -3.1321 0.1889 0.1070 -0.1370 -0.06
C -4.4030 2.9090 -1.2313 0.0167 0.0091 0.0553 -0.04
H -3.5666 5.4263 -2.0633 0.0042 0.0081 0.0173 0.08
H -2.8300 4.9043 -3.5956 0.0003 0.0232 -0.0040 0.07
Se 0.4294 -3.1420 -3.0616 -0.0878 -0.2442 -0.3545 0.17
H 1.2911 5.2896 -1.1417 -0.0382 0.0011 0.0029 0.14
C -2.1738 -1.7391 2.1383 0.1641 0.1519 0.0885 -0.14
S -0.8578 2.3807 -4.2032 -0.0253 0.0796 0.3232 0.42
W -0.3449 0.0289 -0.4612 -1.0258 0.3092 0.1976 0.63
H -4.5669 4.7149 -3.3344 -0.0063 -0.0035 -0.0185 0.09
C -0.3158 -3.4946 3.0228 0.0007 0.0239 -0.0140 -0.02
H -3.3404 2.5454 -3.0696 -0.0404 0.0465 0.0553 0.10
S 0.6146 2.1605 -1.1390 -0.0695 0.0969 -0.0120 0.30
H -0.8121 7.1875 -2.2862 -0.0040 -0.0067 -0.0200 0.09
C -5.6651 -0.9830 4.4723 0.0328 -0.0255 0.0384 -0.24
F -2.3602 -1.9249 -3.2352 -0.0504 0.0318 0.1110 0.09
H 0.6575 7.6411 -1.4069 -0.0098 0.0128 0.0204 0.09
C -2.4971 -0.7280 -1.1599 -0.4210 -0.1749 0.2256 -0.45
H -7.3538 -0.5769 3.5718 0.0041 0.0050 0.0094 0.09
H -6.0619 -1.9389 4.8150 0.0162 0.0310 0.0182 0.13
S -0.6684 0.7771 4.1870 0.0285 0.0780 -0.0211 -0.18
H -2.8841 -1.0128 1.7851 -0.0554 -0.0102 -0.0128 0.06
O -2.0698 3.2473 -1.6035 0.2009 -0.0196 -0.1986 -0.36
C -0.0778 -2.6062 1.9901 -0.1023 0.0630 -0.0192 -0.23



[4]
52
Properties=species:S:1:pos:R:3:forces:R:3:lowdin_charge:R:1 method="wB97M-V/def2-TZVPD" lumo_ha=-0.2324 de_lowest_kcal_mol=105.4 homo_energy_ha=-0.3531 charge=+2
C 4.9195 -0.9422 6.9432 -2.6206 -0.3795 1.4296 -0.11
O 3.3170 6.5224 1.3629 -2.4961 0.1455 0.7313 0.04
H 5.9114 -1.1813 7.2972 -0.2030 -0.2180 -0.2581 0.11
H 2.8381 0.0503 4.6677 0.3117 -0.0101 -0.1493 0.10
O -4.4062 6.1589 -3.5513 -0.1999 0.2967 -0.7923 0.05
H -2.2765 4.6538 -4.3830 -0.9598 -0.0077 0.3160 0.09
C -2.6136 5.5620 -4.8826 0.4795 1.0083 -0.3651 0.04
H -2.3677 5.4662 -5.9402 -0.3161 0.2749 0.1223 0.09
C 1.2035 6.4505 2.6051 0.5694 0.1344 -0.6440 0.05
N 2.7853 -5.9907 -0.0548 -0.3592 -0.0088 -1.2733 -0.01
C 2.6778 -0.2666 6.8305 1.5471 -1.0610 -0.4095 -0.11
C -3.3552 -2.1527 -5.1643 0.0978 -0.1036 -0.4683 -0.10
H 1.6819 0.0092 7.1444 0.1211 -0.0471 -0.3168 0.09
K -0.6748 -3.8842 2.9189 0.2663 0.2810 -0.1754 0.93
N -4.0614 5.9821 -4.7063 -0.1856 -1.8121 -0.7464 -0.43
O 1.4058 6.6218 0.3541 -0.2254 0.1561 -1.1035 0.06
H -3.9082 -4.5332 -7.2713 -0.1674 0.3233 0.2113 0.15
H -2.9425 -1.2313 -4.7809 -0.3588 0.1923 -0.5101 0.10
H 3.5282 -1.1439 8.6556 0.3142 0.4039 0.2091 0.08
C 3.6919 -0.8110 7.6414 1.6019 -0.2110 1.4429 -0.13
C 4.0271 -4.1196 0.1771 -0.2436 -1.6211 0.6218 -0.10
H 1.1709 5.3805 2.8104 0.1460 0.1807 0.3014 0.09
C 2.3979 -5.0829 -1.0159 -0.8392 0.8015 -0.2674 -0.14
O -4.7751 6.0090 -5.7168 0.9495 0.3243 1.7073 0.05
H -3.5411 -2.1370 -7.4172 0.1012 0.5293 0.2666 0.11
K -5.5935 1.7836 5.2720 0.2430 0.1560 -0.2028 0.95
K -7.0703 -2.6477 0.2142 0.0979 0.1553 -0.2523 0.96
H -0.9614 1.2027 0.5551 0.7055 0.0744 0.5959 0.03
H 1.6873 -5.3414 -1.7870 -0.1116 -0.0073 0.2262 0.10
C -3.5408 -3.2879 -4.3514 0.4995 1.5545 1.6974 -0.18
O -2.7711 0.5136 1.3502 0.2886 0.5312 -0.1955 -0.56
N 4.5775 -0.6704 5.6637 0.6203 0.3485 -0.6698 -0.01
H -2.2405 1.5902 -0.3877 -0.7662 0.5291 -0.3108 0.03
H -3.8899 -5.3572 -4.7754 -0.3659 -0.0326 -0.3939 0.10
N -3.8999 -3.9171 -6.4710 -0.0122 -0.6628 3.2740 0.04
H -3.3515 -3.2846 -3.2881 -0.1059 -0.2132 0.0242 0.09
C 3.7936 -5.4469 0.6152 2.6268 2.2827 1.1996 -0.17
H 4.8518 -3.4744 0.4417 -0.1804 -0.1127 0.3208 0.09
C -3.5969 -2.5949 -6.4407 0.4253 0.7067 -1.4492 -0.15
H 2.9114 -2.9835 -1.4063 0.1701 -0.1183 -0.0287 0.10
C 3.0836 -3.8806 -0.8302 -0.7515 -1.3192 -0.5618 -0.11
H 1.6113 7.0663 3.4067 0.0340 -0.3058 -0.1027 0.09
H -2.0526 2.4747 1.1837 0.1052 0.3731 -0.1797 0.03
H 5.1814 -0.8419 4.8725 -0.1901 0.4121 0.1006 0.16
H -2.0830 6.3915 -4.4151 0.2372 -0.0899 -0.2243 0.10
C -3.8745 -4.3257 -5.0949 -0.1326 -2.2991 -2.5946 -0.14
C 3.2908 -0.2556 5.5993 -1.5333 0.7460 -1.4180 -0.18
H 4.4388 -5.9864 1.2927 -0.3576 -0.1968 0.0817 0.11
H 0.2271 6.7797 2.2494 0.1824 0.0354 0.3454 0.09
H 2.5690 -6.9766 -0.0165 -0.0603 0.2836 -0.2338 0.15
N 2.0681 6.5668 1.3511 1.7924 -0.3475 0.4573 -0.43
C -1.9996 1.5134 0.6726 -0.7916 -2.0556 0.6147 -0.40